Entry 1:
Here is a structure of composition C18H48BrCl4MgNO11P3 at a distorted geometry from the Open Molecules 2025 dataset. Energies are from wB97M-V/def2-TZVPD.

Energy above the lowest of the compared OMol25 structures with the same formula, charge and spin = 165.87 kJ/mol
E_HOMO = -4.808 eV
Total charge = -1
LUMO = -3.478 eV

Geometry as XYZ:
```
87
Properties=species:S:1:pos:R:3:forces:R:3
C -0.051 5.513 4.187 0.6 0.4 -0.2
C -0.911 5.020 2.936 0.5 0.6 1.3
P -1.353 3.177 2.812 -1.3 0.9 -0.8
C -1.932 2.325 4.371 -0.4 -0.5 0.3
C -3.318 2.999 4.748 -0.1 0.1 -1.0
P 0.269 2.100 1.875 -1.3 -1.1 0.8
Br -0.518 0.009 1.513 0.5 1.4 0.1
P 2.087 1.833 3.067 5.1 -1.2 0.0
O 3.240 2.368 2.247 -2.5 -0.2 1.4
O 2.354 0.185 3.255 -1.2 2.1 0.4
O 1.985 2.449 4.597 -0.6 -1.2 -2.2
H 0.433 6.478 3.872 -0.3 -0.8 0.2
H -0.622 5.754 5.156 0.5 -0.7 -1.8
H 0.778 4.814 4.447 -0.5 0.4 -0.4
H -0.436 5.341 1.972 -0.4 -0.6 0.7
H -1.887 5.574 2.973 0.6 -0.9 -0.1
H -2.203 1.277 4.088 0.7 0.7 0.1
H -1.201 2.324 5.209 -0.5 0.2 -0.6
H -3.502 2.990 5.839 0.3 0.2 -0.7
H -4.166 2.482 4.222 0.9 0.3 0.5
H -3.326 4.036 4.351 -0.1 -0.4 0.8
H 0.660 2.630 0.617 0.0 -0.1 0.5
H 3.224 -0.007 2.871 -0.1 0.2 -0.1
H 1.794 1.742 5.236 0.0 0.2 0.0
C -0.529 -4.780 0.467 -0.7 -0.2 0.7
C -1.415 -3.762 -0.201 -0.1 0.4 -0.4
O -2.193 -3.084 0.439 0.2 -0.1 0.3
C -1.282 -3.640 -1.684 -0.4 0.5 -0.1
H -0.709 -4.776 1.544 0.2 0.1 0.0
H -0.749 -5.777 0.073 0.2 0.0 -0.3
H 0.527 -4.529 0.280 -1.1 0.2 0.5
H -1.527 -4.601 -2.151 0.4 -0.2 0.0
H -0.262 -3.342 -1.946 0.1 -0.2 -0.1
H -1.974 -2.880 -2.053 0.1 0.1 0.1
O -1.665 -6.605 -2.044 0.3 0.2 0.2
H -2.553 -6.424 -1.704 -0.1 -0.2 -0.2
Mg 2.112 -4.899 -0.559 1.2 -0.4 -0.9
C -4.538 -0.757 -0.753 0.9 -0.6 -0.4
C -5.716 -0.192 0.092 0.1 -0.3 0.5
O -6.390 0.649 -0.674 -0.1 0.0 0.3
H -3.861 0.034 -1.083 -0.2 0.1 0.0
H -3.955 -1.461 -0.149 -0.1 0.0 0.1
H -4.893 -1.295 -1.633 -0.2 0.2 0.1
H -5.247 0.209 1.014 0.1 0.6 -0.2
H -6.250 -1.084 0.477 -0.4 -0.1 -0.5
C -0.634 -7.715 -4.999 -0.3 -0.3 1.3
C -0.278 -7.107 -6.373 0.3 0.8 -1.3
O -0.353 -5.866 -6.443 0.0 -0.1 0.2
O 0.041 -7.946 -7.237 -0.1 -0.1 0.5
H -0.906 -6.938 -4.281 0.0 0.1 -0.1
H -1.477 -8.399 -5.106 0.1 0.0 -0.2
H 0.222 -8.267 -4.608 0.0 -0.1 -0.2
O -3.253 8.062 4.326 0.1 0.3 -0.3
H -2.381 8.242 4.732 -0.1 -0.5 0.4
H -3.467 8.722 3.614 -0.6 0.9 -1.5
H -3.951 8.018 5.006 0.3 -0.3 0.2
C -1.124 -2.664 -7.157 -0.1 -0.3 0.1
Cl -2.147 -2.981 -8.563 0.1 0.0 0.1
Cl -0.639 -0.960 -7.112 0.0 0.0 0.0
Cl -1.954 -3.116 -5.669 0.0 0.1 -0.1
H -0.229 -3.274 -7.241 -0.1 0.0 0.0
C 8.988 -4.050 -1.877 0.2 0.1 0.0
C 8.088 -4.725 -2.908 -0.1 0.0 0.4
C 6.724 -4.033 -3.081 0.0 -0.2 -0.3
O 5.795 -4.299 -2.040 0.1 0.3 0.0
C 5.950 -3.493 -0.887 -0.1 -0.3 0.1
N 7.938 -6.141 -2.552 -0.2 0.1 -0.2
H 8.679 -4.261 -0.852 -0.1 0.0 -0.1
H 10.014 -4.407 -1.980 -0.1 0.0 0.0
H 8.997 -2.966 -2.015 0.0 0.0 0.0
H 8.604 -4.670 -3.872 -0.1 0.0 0.0
H 6.261 -4.426 -3.991 -0.1 0.0 0.1
H 6.837 -2.952 -3.232 0.1 0.0 0.1
H 6.278 -2.479 -1.131 0.1 0.0 0.0
H 6.648 -3.961 -0.188 0.1 0.2 0.1
H 4.979 -3.432 -0.389 0.0 0.0 -0.1
H 7.419 -6.610 -3.291 0.1 -0.1 0.0
H 7.310 -6.187 -1.752 0.1 0.0 0.0
Cl -2.291 6.050 6.305 -0.7 0.4 0.4
C -5.082 11.645 2.056 -0.4 0.5 -0.5
C -4.654 10.522 1.085 -0.6 1.0 1.1
O -3.836 9.664 1.728 0.9 -1.4 0.7
H -4.220 12.210 2.422 0.1 -0.2 0.0
H -5.750 12.357 1.548 0.0 0.1 0.1
H -5.626 11.245 2.918 0.1 -0.1 0.0
H -4.240 11.051 0.199 0.5 -0.2 0.0
H -5.607 10.115 0.680 0.0 -0.4 0.1
```
Forces are in eV/Å.



Entry 2:
Here is a cluster of 2 separate species, C22H26NO4 in total at a distorted geometry from the Open Molecules 2025 dataset. Energies are from wB97M-V/def2-TZVPD.

Energy above the lowest of the compared OMol25 structures with the same formula, charge and spin = 85.83 kJ/mol
E_HOMO = -11.497 eV
Total charge = +1
LUMO = -4.023 eV

Geometry as XYZ:
```
53
Properties=species:S:1:pos:R:3:forces:R:3
C -0.968 1.894 3.667 -0.1 0.1 0.7
C -1.283 0.453 3.936 0.3 -0.3 0.5
O -0.463 -0.386 4.164 -0.1 0.0 -0.4
O -2.630 0.160 3.941 -0.1 0.5 -1.0
C -2.976 -1.104 3.391 -0.1 -0.4 0.6
C -4.151 -1.010 2.430 0.1 -0.3 0.1
N -4.098 0.088 1.455 -0.5 0.1 0.3
C -5.110 0.490 0.785 0.0 0.2 -0.2
C -4.741 1.614 -0.113 0.5 -0.4 0.0
C -3.245 1.277 -0.367 -0.3 -0.4 0.7
C -3.021 0.104 -1.324 0.7 0.5 -0.4
C -1.546 -0.219 -1.431 -0.1 0.0 0.0
C -0.993 -1.282 -0.726 -0.1 0.1 0.0
C 0.362 -1.567 -0.847 -0.1 0.1 0.0
C 1.166 -0.788 -1.664 -0.2 -0.2 0.2
C 0.631 0.289 -2.373 0.0 0.2 0.0
C 1.490 1.131 -3.277 -0.1 -0.3 0.0
C -0.728 0.564 -2.240 0.2 -0.2 0.2
C -2.897 0.858 1.073 0.6 0.1 -0.2
H -0.175 2.188 4.351 0.1 0.0 -0.1
H -0.588 2.010 2.654 -0.1 0.0 -0.1
H -1.826 2.534 3.855 -0.1 0.0 -0.2
H -2.121 -1.600 2.936 0.2 0.2 0.0
H -3.317 -1.748 4.203 0.1 -0.2 0.0
H -4.162 -1.940 1.858 0.0 0.0 0.0
H -5.090 -0.963 2.977 -0.1 0.3 -0.1
H -6.095 0.047 0.865 0.0 -0.1 0.3
H -5.391 1.726 -0.973 0.0 0.2 0.0
H -4.735 2.487 0.551 -0.4 0.3 -0.3
H -2.664 2.150 -0.653 0.0 0.0 -0.1
H -3.552 -0.795 -1.008 -0.2 0.0 0.0
H -3.358 0.403 -2.317 -0.3 -0.2 0.0
H -1.634 -1.883 -0.089 0.0 -0.1 0.0
H 0.790 -2.405 -0.315 0.0 0.0 0.0
H 2.214 -1.041 -1.732 0.0 0.2 -0.2
H 2.011 0.482 -3.979 0.1 0.1 -0.1
H 2.256 1.657 -2.711 0.0 0.1 0.0
H 0.883 1.837 -3.839 0.0 0.1 0.0
H -1.153 1.403 -2.781 0.0 0.0 -0.1
H -2.783 1.743 1.702 -0.3 -0.1 0.2
H -2.002 0.255 1.199 0.0 -0.1 -0.2
C 6.125 -1.618 -2.642 0.0 0.0 0.0
C 7.300 -1.903 -2.085 0.0 0.0 0.0
C 7.743 -1.233 -0.835 0.0 0.0 0.0
O 8.810 -1.489 -0.327 0.0 0.0 0.0
C 6.823 -0.233 -0.231 0.0 0.0 0.0
C 5.650 0.050 -0.789 0.0 0.0 0.0
C 5.211 -0.621 -2.036 0.0 0.0 -0.1
O 4.136 -0.363 -2.544 0.2 0.0 0.0
H 5.781 -2.091 -3.552 0.0 0.0 0.0
H 7.984 -2.627 -2.508 0.0 0.0 0.0
H 7.166 0.242 0.679 0.0 0.0 0.0
H 4.964 0.775 -0.368 0.0 0.0 0.0
```
Forces are in eV/Å.



Entry 3:
Here is a cluster of 2 separate species, C5H11NO in total at a distorted geometry from the Open Molecules 2025 dataset. Energies are from wB97M-V/def2-TZVPD.

Energy above the lowest of the compared OMol25 structures with the same formula, charge and spin = 229.47 kJ/mol
E_HOMO = -7.763 eV
SMILES string = C=C/C=C(/C)N.O
LUMO = 0.745 eV

Geometry as XYZ:
```
18
Properties=species:S:1:pos:R:3:forces:R:3
N 2.337 1.012 -0.217 -0.4 -0.4 0.5
C 1.125 0.380 -0.572 -0.1 0.1 0.7
C 0.100 0.278 0.322 0.4 0.3 -1.5
C 0.297 0.004 1.730 -0.3 1.3 -0.2
C -0.671 -0.214 2.616 -0.3 -0.2 0.0
C 1.017 -0.105 -1.982 0.6 1.5 -0.3
H 3.164 0.441 -0.133 0.2 -0.1 -0.3
H 2.185 1.533 0.635 0.3 0.0 0.1
H -0.856 0.404 -0.185 -0.3 -1.0 0.6
H 1.339 0.060 2.005 0.2 -0.5 0.4
H -0.498 -0.555 3.626 0.2 0.2 0.1
H -1.715 -0.131 2.327 0.1 -0.1 -0.1
H 1.378 -1.121 -2.082 -0.3 -0.4 0.0
H 0.012 0.042 -2.365 -0.2 -0.5 0.0
H 1.675 0.518 -2.596 -0.1 -0.1 -0.1
H -3.149 -0.322 -0.710 -0.1 -0.1 0.1
H -3.915 -1.211 -1.680 0.0 0.0 0.3
O -3.824 -1.012 -0.737 0.1 0.1 -0.4
```
Forces are in eV/Å.



Entry 4:
Here is the molecule C4H6N2O at a distorted geometry from the Open Molecules 2025 dataset. Energies are from wB97M-V/def2-TZVPD.

Energy above the lowest of the compared OMol25 structures with the same formula, charge and spin = 0.00 kJ/mol
Multiplicity = 3
E_HOMO (spin up / spin down) = -7.728 / -10.205 eV
LUMO (spin up / spin down) = 0.799 / -1.650 eV

Geometry as XYZ:
```
13
Properties=species:S:1:pos:R:3:forces:R:3
C 1.567 -0.612 1.998 0.1 -0.1 -0.9
C -0.809 0.435 -0.156 -0.4 -1.9 -1.6
C -0.121 -1.013 -0.224 -2.1 1.5 0.4
C 1.865 -0.316 0.671 1.8 0.0 0.6
N 1.377 -0.891 3.100 -0.2 -0.1 0.9
N -0.248 1.172 0.873 -0.3 0.9 1.3
O 1.231 -0.798 -0.388 1.1 -0.2 -0.7
H -0.750 0.868 -1.168 -0.1 0.0 0.2
H -1.848 0.194 0.090 -0.2 0.2 -0.1
H -0.350 -1.520 0.716 0.1 -0.2 -0.1
H -0.495 -1.570 -1.083 0.1 0.1 0.1
H 2.773 0.225 0.448 0.0 -0.1 0.0
H 0.302 1.960 0.543 0.0 0.1 -0.3
```
Forces are in eV/Å.